(1)
{
  "formula": "C11H18O",
  "method": "ωB97M-V/def2-TZVPD",
  "fmax_ha_per_bohr": 0.053,
  "multiplicity": 1,
  "de_lowest_kj_mol": 106.5,
  "smiles": "CCc1ccc(O)cc1.CCC",
  "homo_energy_ev": -8.30,
  "orbital_gap_ev": 9.1049,
  "species": ["C", "C", "C", "C", "C", "C", "O", "C", "C", "H", "H", "H", "H", "H", "H", "H", "H", "H", "H", "C", "C", "C", "H", "H", "H", "H", "H", "H", "H", "H"],
  "xyz": [[-1.92212, -1.20579, 2.30775], [-0.73351, -0.48750, 1.66574], [-1.15596, -0.03655, 0.31809], [-1.40518, 1.28846, 0.04374], [-1.95731, 1.77574, -1.13819], [-2.17570, 0.82924, -2.12389], [-2.51500, 1.11580, -3.41106], [-1.91974, -0.55219, -1.90665], [-1.44627, -0.99519, -0.69335], [-1.77589, -1.79201, 3.24973], [-2.43269, -1.89120, 1.64542], [-2.58116, -0.43965, 2.71815], [-0.39709, 0.30366, 2.33556], [0.07733, -1.23281, 1.65540], [-1.21794, 1.93560, 0.90661], [-2.20684, 2.82835, -1.18916], [-2.60185, 2.08110, -3.53464], [-2.19269, -1.14691, -2.77547], [-1.22873, -2.05355, -0.58242], [2.32191, -1.27510, 0.31783], [2.73432, 0.22925, 0.45001], [3.50012, 0.96121, -0.67222], [2.92827, -1.72153, -0.46347], [2.65580, -1.78996, 1.25103], [1.26138, -1.40260, 0.36165], [3.37939, 0.35630, 1.31241], [1.76927, 0.72189, 0.63508], [4.37392, 0.43757, -1.07351], [3.97243, 1.81015, -0.13311], [2.89150, 1.34824, -1.47706]],
  "forces_ev_per_a": [[-0.49, 0.03, 2.03], [0.20, -1.58, 1.05], [-0.02, -0.70, -1.26], [-0.10, 0.28, 1.34], [0.16, -0.69, 0.27], [0.67, -0.55, -0.07], [-0.52, 1.00, -0.29], [-0.60, 1.25, -0.26], [0.35, 0.68, -0.15], [0.84, 0.25, -0.75], [-0.22, 0.17, -0.34], [-0.62, 0.02, -0.63], [-0.03, 0.24, -0.25], [-0.16, 0.44, -0.27], [-0.10, 0.27, -0.52], [0.07, -0.04, -0.44], [0.05, -0.71, 0.17], [0.35, -0.39, 0.38], [-0.10, 0.10, 0.28], [2.20, 0.54, 1.47], [-0.69, -0.48, -0.26], [0.51, 0.39, 1.04], [-0.68, -0.41, -0.47], [-0.08, 0.27, -0.53], [-0.34, -0.23, -1.16], [-0.22, -0.12, 0.41], [0.51, 0.49, 0.11], [-0.37, -0.40, -0.04], [-0.40, -0.05, -0.64], [-0.18, -0.06, -0.23]]
}

(2)
{
  "formula": "CH5ClS",
  "method": "ωB97M-V/def2-TZVPD",
  "fmax_ha_per_bohr": 0.183,
  "multiplicity": 1,
  "de_lowest_kj_mol": 745.5,
  "homo_energy_ev": -9.74,
  "orbital_gap_ev": 6.2231,
  "species": ["C", "H", "H", "H", "H", "H", "S", "Cl"],
  "xyz": [[1.10100, -0.67659, 0.02970], [-0.00770, -0.76687, -0.01121], [2.17500, -1.25327, -0.43804], [1.45755, -0.66916, 1.04933], [-2.83973, 2.68410, 0.44789], [-1.28446, -0.32261, -0.84191], [-2.24253, 0.20663, -0.09634], [1.64087, 0.79776, -0.13941]],
  "forces_ev_per_a": [[3.01, -5.98, 1.55], [1.55, -0.99, -0.47], [-4.36, -0.02, 0.57], [-1.18, -2.21, 1.00], [0.92, -2.10, -0.79], [0.35, 0.84, -0.83], [-1.91, 1.52, 1.33], [1.62, 8.94, -2.37]]
}

(3)
{
  "formula": "C4H6O2S2",
  "method": "ωB97M-V/def2-TZVPD",
  "fmax_ha_per_bohr": 0.048,
  "multiplicity": 1,
  "de_lowest_kj_mol": 137.9,
  "smiles": "COC(=S)CC(O)=S",
  "homo_energy_ev": -8.95,
  "orbital_gap_ev": 9.2664,
  "species": ["C", "O", "C", "S", "C", "C", "O", "S", "H", "H", "H", "H", "H", "H"],
  "xyz": [[0.73102, -1.34075, -1.97110], [0.06692, -1.04137, -0.74827], [-0.50267, 0.15027, -0.68765], [-0.67485, 1.21295, -1.87648], [-0.92192, 0.44150, 0.73112], [0.12831, 0.82651, 1.72598], [-0.42705, 0.97012, 2.89975], [1.74099, 0.96975, 1.34232], [1.23575, -2.31655, -1.81242], [1.52364, -0.63405, -2.18868], [0.00639, -1.31072, -2.81406], [-1.44196, -0.43296, 1.11266], [-1.67531, 1.22950, 0.69261], [0.21076, 1.27579, 3.59422]],
  "forces_ev_per_a": [[0.20, -1.02, -0.58], [0.21, 0.12, -0.25], [0.50, 0.12, 1.22], [-0.14, 0.44, -0.69], [-0.94, -0.01, -0.34], [1.93, -0.35, -1.54], [0.16, 0.60, 1.63], [-1.36, 0.08, 0.70], [-0.74, 0.44, -0.23], [-0.04, 0.45, 0.15], [0.54, -0.33, 0.54], [-0.04, -0.27, 0.23], [0.08, 0.11, 0.13], [-0.37, -0.39, -0.97]]
}